[1]
Here is C21H51F6O11Y as an isolated structure at a distorted geometry from OMol25. Energies are from wB97M-V/def2-TZVPD.

Positions of all 90 atoms, in Å:
F: 19.3323 -8.3656 -8.9048
H: 28.6445 -12.1164 -10.6382
H: 19.7167 -9.5247 -13.1274
H: 20.8695 -14.6982 -7.5172
C: 18.0667 -8.5681 -9.4611
H: 24.2366 -16.9025 -11.9186
C: 22.4218 -10.6846 -15.8446
H: 23.3125 -10.4284 -11.8052
C: 25.0397 -12.1977 -12.7098
H: 28.8844 -14.2536 -10.0775
O: 22.4399 -11.1732 -17.1948
H: 26.1519 -17.5288 -13.4530
H: 19.5043 -11.7668 -4.6849
H: 21.7720 -14.4882 -8.9870
O: 23.7855 -12.4050 -11.9930
C: 19.2977 -9.0291 -12.2517
H: 21.9415 -9.7322 -16.0691
H: 20.1343 -7.5621 -10.8628
C: 21.1651 -13.9536 -8.2563
C: 30.2887 -13.0250 -11.8331
C: 26.9244 -17.0738 -14.0730
H: 30.3363 -13.8178 -12.5795
H: 21.8201 -11.7221 -5.5090
H: 21.3525 -10.2968 -4.7395
O: 24.6112 -6.2923 -11.3901
O: 22.8130 -16.0280 -10.8807
H: 23.5343 -8.0528 -11.5926
H: 28.2932 -16.0420 -11.8969
C: 25.1841 -13.3497 -13.7768
O: 19.1099 -10.0565 -11.2849
H: 30.9854 -13.3369 -11.0550
H: 21.4008 -10.9687 -14.0099
H: 22.8071 -15.2168 -11.3940
H: 24.4639 -13.3647 -14.5948
Y: 19.5488 -12.5471 -11.0782
H: 26.2961 -7.4087 -12.8650
H: 26.2075 -13.1840 -14.1136
H: 26.7280 -17.4080 -15.0917
H: 24.9938 -14.3101 -13.2979
H: 21.8258 -13.1964 -7.8341
C: 28.3291 -17.2800 -13.5608
C: 21.3998 -10.7418 -5.7334
F: 23.8517 -12.1141 -8.9463
F: 25.0495 -10.5908 -9.8227
C: 24.5531 -7.6667 -11.5587
H: 19.5551 -9.9126 -6.3733
C: 18.0175 -9.9266 -10.3602
H: 30.6226 -12.1291 -12.3566
F: 23.0778 -10.2222 -9.1477
F: 17.7139 -7.5818 -10.2038
C: 21.5156 -11.5111 -14.9483
O: 28.4378 -14.1388 -10.9194
H: 25.8699 -12.1746 -12.0039
O: 20.0163 -13.3483 -8.7992
H: 18.4403 -8.4351 -12.5684
F: 17.1800 -8.6500 -8.4396
H: 26.1053 -16.1103 -10.3622
H: 28.2652 -12.6252 -12.2926
O: 21.7811 -11.6476 -11.3593
C: 20.3963 -8.1156 -11.7645
H: 28.6957 -18.2925 -13.7300
C: 28.8387 -12.8722 -11.3993
H: 29.0201 -16.5209 -13.9273
H: 17.0803 -9.7232 -10.8782
H: 25.0629 -15.0573 -9.4601
C: 23.1724 -11.3476 -11.2364
C: 23.8354 -11.0842 -9.7783
H: 20.6807 -7.3708 -12.5078
H: 25.0892 -11.2651 -13.2718
H: 20.4615 -11.5635 -15.2210
H: 26.6222 -16.0288 -14.0047
O: 18.0734 -11.2114 -9.7478
H: 24.1035 -17.4337 -10.3311
C: 25.1832 -15.5333 -10.4333
C: 24.1020 -16.5105 -10.9105
H: 24.9944 -8.0604 -10.6431
H: 23.1385 -10.6913 -17.6435
H: 24.6299 -7.5175 -13.6143
H: 21.9998 -12.4484 -14.6742
H: 25.4272 -8.9611 -12.8845
H: 25.4364 -14.7453 -11.1426
C: 20.0590 -10.8772 -6.3124
O: 19.3277 -11.8918 -5.6202
H: 25.5201 -5.9973 -11.2984
H: 23.4189 -10.4469 -15.4741
C: 25.3125 -7.8779 -12.8446
O: 28.2800 -16.9719 -12.1352
H: 22.0700 -10.1458 -6.3528
H: 21.2686 -8.7289 -11.5384
H: 20.0830 -11.2865 -7.3224

Values from the calculation:
Max |F| ... 7.1 eV Å⁻¹
DFT total energy ... -2295.7330 Ha
E_HOMO ... -8.272 eV

***

[2]
Here is C22H23F3MoN8O2PSbSe4 as an isolated structure at a distorted geometry from OMol25. Energies are from wB97M-V/def2-TZVPD.

Positions of all 65 atoms, in Å:
O: -2.3418 -0.5002 -1.8022
C: -2.9813 -0.9201 -0.7902
C: 3.0717 -0.8928 3.5165
H: 0.4140 -2.0089 6.1060
H: -0.3804 -1.8254 -5.7843
C: -1.8896 4.1581 -1.0281
N: 2.1495 -0.6865 0.7803
P: -0.4794 1.4416 -0.5070
N: 0.7496 3.8568 -0.0706
C: 0.9978 2.4166 0.0214
H: -0.0069 2.0232 -2.8206
H: 2.0054 -1.0852 -6.0820
H: -1.9580 5.2472 -1.0535
C: 1.6804 -0.8575 -2.7234
H: 4.4138 -0.7798 5.1735
Se: -0.7419 -4.9684 2.5845
C: 1.1564 -1.6823 5.3888
H: 2.7070 -1.4591 6.8315
H: 3.3740 -0.4233 -1.3518
N: -1.6622 3.7516 0.3591
C: 1.5593 -1.1201 -5.0972
Se: -1.4923 -3.3436 -0.9663
H: 3.8042 -0.6126 2.7724
F: -4.7644 -2.2890 -0.0019
H: -2.7443 1.9524 0.2135
F: -5.2302 -0.3672 -0.8839
Sb: 0.0575 -4.9092 0.3202
F: -4.6068 -2.0146 -2.1467
H: -1.6204 2.0252 1.5615
N: 0.3690 -1.2022 -2.5805
C: 0.2201 -1.5280 -4.9369
H: 3.3273 -0.5015 -4.0570
H: 1.2634 2.1506 1.0469
C: -0.3613 4.2609 0.7905
N: 1.5313 -0.7972 -0.4584
H: 1.8468 2.1453 -0.6098
C: -0.7945 2.2978 -2.1137
N: -0.4571 -1.8864 3.5916
N: -0.8258 3.7495 -1.9450
C: 2.4425 -1.3817 5.7854
H: -0.4093 5.3513 0.7896
H: 0.4130 5.3507 -1.4754
C: 0.4495 4.2602 -1.4443
H: -2.8368 3.7394 -1.3715
Se: 2.2879 -4.2578 -0.1680
C: -1.7539 2.2991 0.5123
H: -1.7414 1.9403 -2.5202
H: -1.7480 -2.2317 2.0100
Se: -0.5905 -7.1136 -0.6988
C: -0.7621 -1.9040 2.3030
C: -0.3330 -1.5613 -3.6919
C: -4.4203 -1.4463 -0.9625
C: 2.2871 -0.7909 -3.9932
C: 3.4042 -0.9920 4.8499
C: 1.3564 -1.0890 1.7043
O: -2.5372 -0.7017 0.3633
H: -1.1000 -2.3471 4.2165
H: -1.3514 -1.8725 -3.5211
C: 2.3252 -0.6339 -1.4968
C: 1.7695 -1.1752 3.1006
N: 0.0599 -1.4628 1.3741
H: -0.1650 3.9209 1.8089
Mo: -0.4877 -1.0585 -0.6636
H: 1.2524 3.9178 -2.0995
C: 0.8293 -1.5759 4.0412

Values from the calculation:
Max |F| ... 1.5 eV Å⁻¹
DFT total energy ... -11995.9107 Ha
E_HOMO (spin up / spin down) ... -7.155 / -7.065 eV
2S+1 ... 3